73
Properties=species:S:1:pos:R:3 method="wB97M-V/def2-TZVPD" charge=+2 multiplicity=5 e_tot_ha=-2318.24186 orbital_gap_ha="0.201 / 0.192" relative_energy_kcal_mol=0.0
Ir -0.203 0.154 0.593
C 1.825 -0.083 2.752
C 0.878 0.959 3.326
N -0.292 1.349 2.418
C -1.626 1.153 3.085
C -1.957 -0.382 3.136
N -1.615 -0.969 1.778
C -1.052 -2.321 1.948
C 0.320 -2.203 2.665
N 1.097 -1.119 1.922
H 2.420 -0.508 3.596
H 2.582 0.347 2.085
H 1.527 1.847 3.564
H 0.428 0.675 4.316
H -0.219 2.346 2.141
H -2.357 1.633 2.493
H -1.682 1.587 4.092
H -3.020 -0.536 3.285
H -1.515 -0.932 3.983
H -2.617 -1.035 1.366
H -0.811 -2.797 0.989
H -1.701 -2.992 2.549
H 0.855 -3.114 2.579
H 0.151 -1.840 3.695
H 1.866 -1.535 1.378
O -0.192 3.723 0.991
N -1.404 4.271 0.871
C -1.629 5.545 1.311
C -2.941 5.949 1.321
C -3.808 5.431 0.382
C -3.520 4.205 -0.245
C -2.308 3.528 0.069
S -1.955 1.918 -0.476
H -0.702 6.013 1.759
H -3.254 6.755 2.042
H -4.777 5.904 0.226
H -4.237 3.685 -0.805
N 1.311 1.490 -0.131
C 2.310 0.919 -1.061
C 3.503 1.608 -1.205
C 4.595 0.946 -1.766
C 4.462 -0.375 -2.199
C 3.238 -1.025 -2.106
C 2.110 -0.395 -1.509
P 0.459 -1.031 -1.134
C -0.425 -0.713 -2.673
C 0.282 -0.460 -3.910
C -0.491 -0.198 -5.041
C -1.899 -0.212 -4.996
C -2.522 -0.453 -3.732
C -1.789 -0.842 -2.618
C 0.730 -2.874 -1.211
C 1.726 -3.390 -0.394
C 1.798 -4.735 -0.116
C 0.940 -5.646 -0.747
C -0.103 -5.147 -1.514
C -0.223 -3.745 -1.731
H 0.694 2.242 -0.589
H 1.873 1.995 0.564
H 3.543 2.674 -0.881
H 5.522 1.478 -1.668
H 5.275 -0.902 -2.626
H 3.117 -2.077 -2.453
H 1.381 -0.426 -4.010
H 0.045 -0.047 -5.974
H -2.504 -0.058 -5.895
H -3.646 -0.477 -3.718
H -2.290 -1.118 -1.691
H 2.617 -2.816 -0.069
H 2.554 -5.079 0.577
H 1.095 -6.678 -0.574
H -0.863 -5.752 -2.025
H -0.977 -3.292 -2.351